A structure of composition C15H31Cl2CuF2N4O4S2 in a non-equilibrium geometry. Source: the Open Molecules 2025 dataset; level of theory: wB97M-V/def2-TZVPD.

Properties
**Lowest unoccupied orbital energy**: -0.0688 hartree
**Spin multiplicity**: 1
**Frontier orbital gap**: 4.5 eV
**Energy**: -126985.656 eV
**Highest occupied orbital energy**: -6.40 eV
**Energy above the lowest of the compared OMol25 structures with the same formula, charge and spin**: 162.7 kcal/mol
**Charge**: 0

Last column: Löwdin charge in e.
Geometry (Å):
1 Cu -16.26854 -17.08642 13.23128  0.720
2 C -10.79763 -14.34647 16.43502  -0.089
3 C -11.35253 -15.83802 16.33602  -0.227
4 C -10.54316 -16.68886 15.36484  -0.171
5 C -8.99859 -16.75597 15.76934  -0.065
6 N -8.18435 -17.60691 14.72986  -0.227
7 C -8.55291 -19.16011 14.81802  -0.043
8 C -7.87804 -19.72952 16.10645  -0.127
9 C -6.65142 -18.79229 16.28590  -0.180
10 C -6.73084 -17.76142 15.27253  -0.125
11 C -8.18973 -16.94183 13.39491  0.023
12 H -11.29648 -13.65452 17.11358  0.072
13 H -10.98697 -13.97416 15.42823  0.073
14 H -9.75341 -14.11622 16.64642  0.054
15 H -12.37077 -15.67052 15.98497  0.114
16 H -11.33683 -16.34506 17.30079  0.104
17 H -10.85230 -16.22451 14.42840  0.113
18 H -11.01046 -17.67331 15.34060  0.107
19 H -8.63187 -16.81307 16.79422  0.139
20 H -8.57570 -15.75314 15.70955  0.103
21 H -7.97199 -19.58769 14.00081  0.130
22 H -9.60287 -19.45153 14.84513  0.129
23 H -7.79677 -20.80622 15.95739  0.126
24 H -8.44177 -19.54372 17.02065  0.110
25 H -5.80163 -19.47038 16.20740  0.128
26 H -6.74341 -18.49411 17.33028  0.118
27 H -6.12373 -18.16687 14.46313  0.140
28 H -6.51184 -16.73342 15.56127  0.141
29 H -7.75051 -15.96277 13.58629  0.112
30 H -9.17587 -16.88354 12.93424  0.112
31 H -7.49791 -17.48724 12.75303  0.107
32 C -22.83462 -20.51686 7.06656  -0.079
33 C -23.82889 -19.93821 7.96746  -0.179
34 N -23.27874 -18.67977 8.46417  -0.029
35 C -22.46152 -18.45118 9.54335  -0.002
36 C -22.18726 -17.12204 9.67791  -0.003
37 N -22.96004 -16.46268 8.79173  -0.093
38 C -23.67584 -17.42090 8.11247  0.029
39 C -22.90338 -15.04967 8.62652  0.001
40 H -23.38857 -21.19325 6.41562  0.089
41 H -22.23762 -21.25311 7.60476  0.094
42 H -22.24707 -19.86013 6.42500  0.101
43 H -24.06760 -20.59334 8.80526  0.144
44 H -24.72191 -19.71806 7.38251  0.131
45 H -21.92478 -19.20467 10.10061  0.148
46 H -21.52869 -16.55073 10.31531  0.153
47 H -24.46629 -17.18151 7.41658  0.164
48 H -22.03622 -14.50889 9.00563  0.120
49 H -23.78249 -14.51402 8.98477  0.107
50 H -22.98825 -14.89778 7.55051  0.105
51 Cl -15.95335 -13.36875 10.75974  -0.889
52 Cl -18.22364 -17.71060 16.97820  -0.836
53 N -15.11200 -20.86669 11.48299  -0.252
54 S -15.56367 -22.22084 11.35356  0.353
55 O -14.85249 -23.36329 11.96135  -0.310
56 O -16.42129 -22.51144 10.17278  -0.326
57 F -16.69776 -22.04195 12.49671  -0.241
58 S -14.04772 -21.09640 10.12727  0.613
59 O -14.55577 -21.01441 8.73006  -0.298
60 O -12.77517 -21.73964 10.41769  -0.290
61 F -13.49757 -19.59087 10.15776  -0.244

Forces on atoms 1 to 6 (eV/Å):
-0.32 0.23 0.28
-0.41 -0.40 -0.73
1.26 1.59 1.51
0.07 -0.03 1.03
-0.59 1.10 -2.33
-0.44 -2.16 2.82

A structure of composition C15H31ClCrI2NP2 in a non-equilibrium geometry. Source: the Open Molecules 2025 dataset; level of theory: wB97M-V/def2-TZVPD.

Properties
**Lowest unoccupied orbital energy (spin up / spin down)**: -0.3393 / -0.3610 hartree
**Spin multiplicity**: 4
**Frontier orbital gap (spin up / spin down)**: 5.4 / 4.9 eV
**Energy**: -93255.351 eV
**Highest occupied orbital energy (spin up / spin down)**: -14.64 / -14.68 eV
**Charge**: +2
**Expectation value of S²**: 4.14

Last column: Löwdin charge in e.
Geometry (Å):
1 I -2.28854 -0.13971 -1.14879  0.788
2 I 2.46874 0.71577 0.62263  0.735
3 Cr 0.08901 -0.43711 0.14609  -0.337
4 P 0.69955 1.06987 -2.01732  0.692
5 C 1.55604 0.10281 -3.31635  -0.213
6 C -0.68428 1.84396 -2.96080  -0.340
7 H -0.26567 2.43664 -3.78043  0.069
8 H 1.81711 3.05600 -2.85579  0.071
9 H -1.24965 2.47585 -2.26772  0.037
10 H 1.31185 3.24007 -1.13448  0.047
11 H 0.87757 -0.67233 -3.69465  0.053
12 H -1.34270 1.05380 -3.34551  -0.016
13 C 1.76298 2.56903 -1.87357  -0.326
14 H 1.84497 0.78970 -4.12617  0.078
15 H 2.76625 2.27855 -1.53353  -0.023
16 H 2.44263 -0.37998 -2.88519  0.059
17 P -0.88255 -0.80768 2.21878  0.657
18 C -0.70735 -2.57414 2.55635  -0.224
19 C -0.02467 0.06249 3.56113  -0.250
20 H -2.82188 0.62463 2.26835  0.045
21 H -2.86298 -0.62130 3.56173  0.076
22 H -3.26006 -1.05583 1.86037  0.045
23 C -2.63246 -0.42846 2.50324  -0.252
24 H -0.09853 1.14144 3.38183  0.032
25 H -0.50554 -0.19455 4.51410  0.073
26 H -1.13152 -2.80551 3.54233  0.077
27 H 0.35200 -2.86566 2.52609  0.008
28 H 1.03594 -0.21111 3.58223  0.034
29 H -1.24018 -3.13337 1.77719  0.071
30 Cl -0.60153 1.83432 0.81843  -0.044
31 C 3.13635 -5.32622 1.52883  0.010
32 N 2.51689 -4.04857 1.98094  -0.184
33 C 3.03454 -3.70362 3.33901  0.015
34 C 2.69926 -2.84572 1.02175  -0.133
35 C 1.95585 -3.04469 -0.26210  -0.266
36 C 2.48035 -4.00383 -1.14588  -0.049
37 C 1.78844 -4.39351 -2.28710  -0.042
38 C 0.60347 -3.74635 -2.60219  -0.047
39 C 0.14215 -2.70439 -1.78855  -0.176
40 C 0.81228 -2.32111 -0.63930  -0.216
41 H 4.18182 -5.14682 1.25457  0.122
42 H 2.57985 -5.73303 0.68433  0.102
43 H 3.08810 -6.02229 2.37224  0.114
44 H 1.49149 -4.19952 2.03164  0.161
45 H 4.09830 -3.46624 3.24852  0.124
46 H 2.49129 -2.83810 3.71855  0.097
47 H 2.87795 -4.55838 3.99463  0.113
48 H 2.35735 -1.96516 1.57850  0.025
49 H 3.78522 -2.73643 0.89785  0.148
50 H 3.45121 -4.45447 -0.91828  0.118
51 H 2.18313 -5.18745 -2.93167  0.128
52 H 0.02321 -4.03749 -3.48066  0.125
53 H -0.74506 -2.14416 -2.08317  -0.008

Forces on atoms 1 to 6 (eV/Å):
0.71 -0.71 0.93
-0.60 -0.95 0.22
0.01 1.28 -1.41
0.30 1.39 -1.96
-0.08 -0.57 0.51
-0.16 -0.38 0.31

A structure of composition C15H31F5NiOP2Te in a non-equilibrium geometry. Source: the Open Molecules 2025 dataset; level of theory: wB97M-V/def2-TZVPD.

Properties
**Lowest unoccupied orbital energy (spin up / spin down)**: -0.0257 / -0.0270 hartree
**Spin multiplicity**: 3
**Frontier orbital gap (spin up / spin down)**: 4.3 / 3.8 eV
**Energy**: -98599.346 eV
**Highest occupied orbital energy (spin up / spin down)**: -5.01 / -4.55 eV
**Energy above the lowest of the compared OMol25 structures with the same formula, charge and spin**: 115.6 kcal/mol
**Charge**: 0
**Expectation value of S²**: 2.02

Last column: Löwdin charge in e.
Geometry (Å):
1 P -1.53579 3.25864 -3.97884  0.938
2 P -2.01939 -0.57172 -5.28167  0.975
3 C -1.69433 2.40505 -5.60277  -0.307
4 C -2.59862 1.13817 -5.75876  -0.300
5 H -0.67958 2.23690 -6.00303  0.092
6 H -2.10916 3.18942 -6.26186  0.098
7 H -3.59005 1.31345 -5.30028  0.084
8 H -2.78045 1.03606 -6.84473  0.099
9 C -0.79989 -1.03635 -6.56267  -0.167
10 H -0.22528 -1.90659 -6.21586  0.076
11 H -0.10015 -0.21740 -6.78756  0.064
12 H -1.35505 -1.31337 -7.46805  0.057
13 C -3.42849 -1.63979 -5.66997  -0.172
14 H -3.45024 -1.78230 -6.75780  0.056
15 H -4.36767 -1.17509 -5.34494  0.066
16 H -3.33437 -2.62488 -5.19534  0.071
17 C -0.64070 4.78688 -4.34007  -0.178
18 H -0.33500 5.24411 -3.38453  0.074
19 H -1.31365 5.47401 -4.88558  0.060
20 H 0.24531 4.56170 -4.95686  0.068
21 C -3.21333 3.75458 -3.53102  -0.160
22 H -3.94771 2.95323 -3.70524  0.061
23 H -3.49651 4.63042 -4.13822  0.065
24 H -3.23417 4.03588 -2.46790  0.076
25 Ni -0.87420 1.49037 0.43342  0.297
26 C -1.32932 -1.29152 -3.72540  -0.378
27 C 0.10604 -0.97960 -3.77588  -0.095
28 C 0.53317 0.37936 -4.10860  -0.228
29 C 0.67509 1.44946 -3.02513  -0.130
30 C -0.61481 2.30585 -2.76490  -0.431
31 C -1.63087 1.65027 -1.86837  -0.317
32 C -2.51516 0.61333 -2.42040  -0.279
33 C -2.11657 -0.87790 -2.43160  -0.143
34 C -0.35977 2.67025 1.85977  -0.265
35 H -1.45720 -2.38719 -3.78235  0.131
36 H 0.73475 -1.60449 -3.14291  0.129
37 H -0.23267 0.82382 -4.77354  0.033
38 H 1.49327 0.30727 -4.65328  0.131
39 H 0.99063 1.01821 -2.06099  0.106
40 H 1.44200 2.15857 -3.37564  0.109
41 H -0.20015 3.13382 -2.16599  0.113
42 H -2.17620 2.38672 -1.22908  0.054
43 H -2.76518 0.88431 -3.46219  0.031
44 H -3.45509 0.69994 -1.85639  0.120
45 H -1.52477 -1.10235 -1.53247  0.080
46 H -3.03019 -1.50929 -2.39834  0.117
47 H -1.16959 2.46660 2.58029  -0.063
48 H -0.34260 3.72419 1.54498  -0.076
49 H 0.62452 2.35295 2.25419  -0.044
50 F 1.70920 -0.48258 1.98160  -0.396
51 Te 0.46367 -1.45530 0.90373  1.851
52 F -1.01563 -0.82350 1.95799  -0.410
53 F 0.58719 -2.87537 2.18507  -0.385
54 F 1.88415 -2.24091 -0.08806  -0.411
55 F -0.73775 -2.59289 -0.05410  -0.416
56 O 0.21119 -0.04889 -0.28766  -0.628

Forces on atoms 1 to 6 (eV/Å):
0.74 -0.90 -0.70
-0.05 -0.88 -0.44
-0.27 0.16 -0.66
-0.02 0.54 -0.20
-0.35 0.00 0.25
-0.09 -0.37 0.05

A structure of composition C15H31IrN3O8S in a non-equilibrium geometry. Source: the Open Molecules 2025 dataset; level of theory: wB97M-V/def2-TZVPD.

Properties
**Lowest unoccupied orbital energy (spin up / spin down)**: -0.4984 / -0.4919 hartree
**Spin multiplicity**: 1
**Frontier orbital gap (spin up / spin down)**: 3.4 / 3.6 eV
**Energy**: -50546.756 eV
**Highest occupied orbital energy (spin up / spin down)**: -16.99 / -16.99 eV
**Energy above the lowest of the compared OMol25 structures with the same formula, charge and spin**: 13.5 kcal/mol
**Charge**: +3

Last column: Löwdin charge in e.
Geometry (Å):
1 Ir 0.22516 0.42119 -0.04063  1.634
2 C -2.42976 0.06868 1.83908  0.015
3 O -1.66858 -0.48886 0.72733  -0.299
4 C -1.69926 -1.93300 0.70296  -0.125
5 C -0.98630 -2.34080 -0.54684  -0.097
6 O 0.31576 -1.72175 -0.55851  -0.258
7 C 1.39120 -2.41220 0.10271  -0.101
8 C 1.60180 -1.85632 1.47365  -0.123
9 O 1.73370 -0.42660 1.33310  -0.290
10 C 2.00030 0.25836 2.58942  0.005
11 H -3.48130 -0.17825 1.70388  0.126
12 H -2.30306 1.14451 1.81925  0.076
13 H -2.07777 -0.33100 2.79008  0.120
14 H -2.73211 -2.28535 0.68772  0.169
15 H -1.21547 -2.32567 1.59922  0.139
16 H -1.50200 -1.96377 -1.42986  0.156
17 H -0.91126 -3.42481 -0.62336  0.167
18 H 2.27189 -2.24313 -0.51600  0.156
19 H 1.20868 -3.48522 0.15475  0.168
20 H 2.52945 -2.26903 1.87714  0.172
21 H 0.80048 -2.09251 2.17609  0.141
22 H 2.81108 -0.25440 3.10573  0.132
23 H 1.11591 0.26547 3.22768  0.117
24 H 2.32273 1.26695 2.35203  0.097
25 C 3.10025 0.97942 -1.41642  0.009
26 O 1.63637 0.85870 -1.52269  -0.228
27 H 3.39495 2.00241 -1.63606  0.115
28 H 3.57436 0.30657 -2.12694  0.117
29 H 3.38436 0.71932 -0.40228  0.088
30 H 1.37141 0.87774 -2.45417  0.145
31 C -7.44856 4.07882 1.08584  -0.112
32 C -6.84957 5.29493 1.76294  -0.261
33 S -5.28279 5.77436 1.00418  0.666
34 O -5.32633 5.46652 -0.40664  -0.313
35 O -4.92157 7.08209 1.46548  -0.270
36 C -4.02246 4.63141 1.66671  -0.192
37 C -2.81588 4.89341 0.77314  -0.117
38 N -1.70857 3.92804 0.97547  0.099
39 C -1.44884 2.89585 0.18380  -0.310
40 N -0.39238 2.21217 0.66719  -0.096
41 C 0.05365 2.86120 1.79715  -0.001
42 C -0.75807 3.91870 1.98682  -0.071
43 N -0.63229 4.90343 3.05371  -0.314
44 O 0.45087 4.94102 3.58212  0.165
45 O -1.61582 5.55271 3.30847  0.160
46 C -2.15171 2.56487 -1.08452  0.058
47 H -8.49503 4.00225 1.38192  0.093
48 H -6.96138 3.14503 1.36899  0.071
49 H -7.45670 4.18859 0.00381  0.079
50 H -6.61610 5.16642 2.81977  0.111
51 H -7.43085 6.20504 1.60907  0.119
52 H -4.41518 3.61671 1.57537  0.101
53 H -3.83284 4.90856 2.70054  0.099
54 H -2.43732 5.89443 0.96871  0.148
55 H -3.12529 4.83684 -0.26944  0.117
56 H 0.89686 2.56410 2.38969  0.110
57 H -1.96106 3.33288 -1.83758  0.127
58 H -3.23204 2.50005 -0.94881  0.119
59 H -1.77850 1.60717 -1.47396  0.075

Forces on atoms 1 to 6 (eV/Å):
-1.54 -2.54 0.09
-0.22 0.11 0.26
0.95 1.09 0.20
0.05 -0.40 -0.01
-0.51 0.05 -0.11
0.45 0.87 -0.32

Q: What is the energy in the third record?
A: -98599.346 eV

Q: Which of these has the highest energy?
A: C15H31IrN3O8S